(1)
ORCA calculation (wB97M-V/def2-TZVPD) on C9H24BrFN4Ta as an isolated structure in a non-equilibrium geometry.

Output
Strongest force on any atom   1.67 eV/Å
Energy   -3307.2643 a.u.
Frontier orbital gap   0.281 Ha
Total charge   -1

```
40
Properties=species:S:1:pos:R:3:forces:R:3
C 0.160979 -3.472267 1.195223 0.4762 0.3667 -0.2902
Ta 1.489945 -1.895134 0.231590 -0.8831 0.7229 0.8029
F 0.748924 -0.454097 1.320273 0.4757 -1.3604 -0.8423
Br 2.682238 -3.887997 -1.068449 -0.3494 0.5256 0.3464
C 2.981791 -0.446337 -0.761233 -0.1836 -0.6431 0.5414
C 3.349316 0.752061 0.121045 0.0127 0.1818 -0.3216
C 2.382862 1.916446 -0.010781 0.0702 0.2659 0.4110
N 3.047213 3.196478 0.330167 -0.0508 -0.2093 -0.1865
C 0.088223 -1.486754 -1.531336 0.3573 -0.0512 0.3972
C -1.407754 -1.392702 -1.184141 0.0743 0.2413 -0.3794
C -1.968528 0.021985 -1.313216 -0.1353 -0.2625 0.2833
C -1.572616 0.968717 -0.175869 -0.1896 0.2437 -0.4283
N -2.620804 1.908509 0.231200 0.1715 -0.4179 0.1039
C -3.602970 1.502470 1.158214 0.0922 0.0641 -0.0847
N -4.400948 2.320210 1.699933 -0.3263 0.0971 0.0388
N -3.721670 0.125111 1.493850 0.0177 -0.1005 0.2371
H 0.674793 -3.777486 2.108498 0.1690 -0.1050 0.1452
H 0.047017 -4.353191 0.572756 -0.1456 -0.2025 -0.0858
H -0.812831 -3.097651 1.505090 -0.2320 0.0958 -0.0200
H 2.810668 -2.137085 1.522482 0.2435 0.2202 -0.3012
H 3.883055 -1.021176 -0.961929 0.1581 -0.1278 -0.0435
H 2.623928 -0.094545 -1.726762 -0.0465 0.0644 -0.2429
H 3.408240 0.458802 1.166697 0.0787 -0.0598 0.2356
H 4.330008 1.142471 -0.151521 0.2056 0.0487 -0.0564
H 1.526267 1.755610 0.640091 -0.2902 -0.1626 -0.0209
H 2.010714 1.978249 -1.028473 0.0381 0.0828 -0.2907
H 2.404216 3.960372 0.174352 -0.1183 0.1209 -0.0229
H 3.218480 3.190048 1.325764 0.1600 0.0582 0.1934
H 0.412359 -0.590539 -2.055092 -0.0148 0.2140 -0.1388
H 0.240903 -2.304508 -2.232289 0.1307 -0.1721 -0.1024
H -1.975598 -2.021778 -1.868174 -0.1049 -0.1870 -0.0646
H -1.627582 -1.769129 -0.186759 -0.0747 -0.0753 0.2492
H -1.647705 0.425293 -2.269821 0.0186 0.1675 -0.2137
H -3.056806 -0.029817 -1.349144 -0.2188 -0.0050 0.0290
H -1.247578 0.415029 0.691865 0.1430 -0.0764 0.1865
H -0.722968 1.565847 -0.488287 0.2553 0.0777 0.0844
H -3.047039 2.353065 -0.564953 0.0024 0.3537 -0.0168
H -4.161229 3.255482 1.384445 -0.0149 0.1855 -0.0405
H -2.818733 -0.307618 1.626720 0.1335 -0.0470 -0.0042
H -4.155864 -0.361943 0.721960 -0.1057 -0.1333 -0.0867
```
Positions in Å, forces in eV/Å.


(2)
ORCA calculation (wB97M-V/def2-TZVPD) on C33H80Br2ClN2O18P2SSi as an isolated structure in a non-equilibrium geometry.

Output
Strongest force on any atom   8.87 eV/Å
Energy   -9746.9245 a.u.
Frontier orbital gap   0.230 Ha
Total charge   +1

```
140
Properties=species:S:1:pos:R:3:forces:R:3
C 2.840802 -0.183791 3.918049 0.4209 1.0662 1.9358
C 2.506841 -0.904968 2.535590 2.9118 -1.4315 1.1455
C 1.509619 -0.469323 1.380642 1.5654 2.1805 0.9575
S 2.296771 -1.349068 -0.127588 3.1506 -5.9974 -5.7198
C 2.687067 -0.233592 -1.588442 0.8901 2.1986 -0.5005
O 1.483219 -2.416125 -0.815504 -0.9757 2.7239 2.3283
O 3.588749 -2.116167 0.118371 -2.0706 3.4304 1.3423
C 1.697019 1.177153 1.242811 0.1001 1.7149 1.4054
C 3.239435 1.604471 0.982707 2.1214 -1.6053 -0.5572
C 3.625946 2.837333 0.074515 0.8967 2.0095 -0.2046
C 2.873285 3.227248 -1.245271 -2.6812 1.5739 -4.7431
C 1.613518 4.207059 -1.282124 1.3410 -1.3526 -2.2654
C 0.876751 4.641563 -2.591021 2.3065 -2.2770 -0.3051
C 1.331850 4.130694 -4.010840 2.3293 -1.0947 4.1957
C 2.611143 3.191855 -4.022026 -1.7897 1.3848 2.8773
C 3.336127 2.774313 -2.702991 -1.9180 1.3014 0.3232
N 1.449510 1.922831 2.561920 0.3741 3.3254 -0.1001
C 1.563988 3.188397 2.506368 0.8131 3.0832 -1.0431
O 1.723179 4.436799 2.401118 -1.2254 -7.7712 1.1293
O 0.708685 1.808660 0.412664 0.0021 -1.2717 0.0919
C -0.668548 1.544315 0.693488 -0.6485 0.1799 -1.9749
Cl -1.539982 2.520127 1.977462 1.0257 -0.7963 -0.2091
C -0.939015 -0.070599 0.669035 -1.6959 1.2573 -2.7146
Br -0.705335 -0.261907 -1.368303 0.6591 -0.1757 0.5039
C -2.475136 -0.532520 0.664827 -2.4232 -1.5410 0.2425
C -3.617247 0.575803 0.446264 -1.0918 -0.2361 0.4504
O -4.250151 0.828058 1.762082 -0.0671 1.2433 -1.8521
Si -5.372277 2.154295 1.696891 -1.5071 0.9380 0.9301
C -5.747770 2.837146 -0.050385 0.1963 0.3219 -2.0713
C -7.101175 1.646318 2.448752 0.6472 0.1103 0.0001
C -4.733481 3.669180 2.740208 0.6413 -0.3531 0.2429
N 0.024646 -0.870987 1.512023 1.2965 0.5107 -2.1720
P -0.371057 -2.592933 1.776041 -1.5726 -6.3751 -1.7039
C -1.255251 -3.479142 0.300497 -1.3101 0.6461 -0.4697
O 1.017496 -3.662246 1.773894 -1.4387 1.7405 0.2591
P -0.339496 -0.431415 3.296344 -1.4276 1.8012 4.5862
O -1.939421 -0.148885 3.678226 1.6469 -1.4298 -0.6138
Br 0.054018 -2.280646 4.660502 0.1480 0.7549 0.4590
H 1.997073 0.305153 4.510219 0.9829 -0.8134 -1.0127
H 3.320557 -0.952660 4.651708 -0.9403 1.0438 -1.5802
H 3.653397 0.652228 3.850905 -1.5592 -1.4836 -0.2892
H 3.590201 -0.800150 2.097524 -2.3246 -0.4473 0.0413
H 2.515807 -2.034454 2.819154 -0.7003 1.9086 -1.1320
H 3.773166 0.167975 -1.506830 -1.8747 -0.8714 0.2170
H 2.009424 0.684954 -1.664731 0.8570 -1.3667 0.3371
H 2.633201 -0.791948 -2.594430 -0.2510 0.1508 2.0898
H 3.916873 0.727961 0.606257 -1.7390 1.1668 0.3456
H 3.779923 1.791130 2.004406 -1.5883 -0.2794 -1.7287
H 4.751377 2.711134 -0.212879 -2.0236 -0.0025 0.4685
H 3.641833 3.787408 0.752605 -0.2562 -1.6154 -1.2641
H 1.236758 4.610956 -0.270373 0.5898 -0.6313 -1.8453
H -0.045504 5.335434 -2.502235 1.9693 -1.3167 -0.1454
H 0.751987 4.436974 -4.955257 1.1670 -0.6124 1.6344
H 2.987412 2.793795 -5.030079 -0.5269 0.6636 1.8156
H 4.275392 2.083157 -2.810568 -1.9220 1.5590 0.2809
H -1.198371 1.995231 -0.247086 1.1192 -1.2596 1.8298
H -2.752076 -1.281636 -0.190947 1.2914 1.4366 1.4739
H -2.821358 -1.168634 1.578282 0.8760 1.5677 -1.1306
H -3.291595 1.539777 -0.077154 -0.1013 -1.3769 0.8676
H -4.501129 0.170847 -0.199233 2.0841 0.2268 0.6985
H -6.420848 2.139175 -0.683961 1.0313 1.0127 1.0723
H -4.798049 3.012156 -0.705195 -1.5428 -0.2350 1.1073
H -6.285061 3.870649 -0.042276 0.9019 -1.8293 0.3611
H -6.896400 1.439562 3.558156 -0.6568 0.1710 -1.5002
H -7.531326 0.715497 1.940670 0.4199 1.5752 0.9410
H -7.783945 2.567509 2.334617 0.9719 -1.4459 0.2254
H -5.601509 4.150610 3.337368 1.5244 -0.7350 -1.0685
H -4.217965 4.439077 2.039833 -0.8355 -1.1924 1.3994
H -3.961004 3.216229 3.483965 -1.2215 1.1059 -1.0655
H -1.007197 -3.062216 -0.722843 -0.1679 -0.6209 1.2365
H -2.390386 -3.318622 0.510844 1.9243 -0.2368 -0.4014
H -1.094335 -4.614665 0.317521 0.2862 1.7779 0.2710
H 0.761085 -4.486658 2.261103 0.1244 1.0684 -0.2506
H -2.387018 -0.838498 4.226606 0.3138 0.3753 -0.6824
C -4.966615 -2.855081 -2.638817 0.0725 -0.0951 -0.1622
O -4.269147 -1.737232 -2.106512 0.4289 0.2316 0.2447
H -5.996035 -2.831624 -2.280271 0.1750 0.0573 0.0376
H -4.962624 -2.805173 -3.730182 -0.1139 -0.1581 0.0109
H -4.488867 -3.779742 -2.305512 -0.1842 -0.1182 -0.0959
H -3.361886 -1.782344 -2.439342 -0.2767 0.1139 0.0180
C -6.203018 -2.405679 2.746237 0.1010 0.0775 -0.2608
O -6.684101 -1.220719 2.129360 0.0968 -0.1531 -0.2124
H -7.002911 -2.841653 3.345097 0.1062 0.1074 -0.0719
H -5.894794 -3.120850 1.979024 0.0493 -0.2104 0.1756
H -5.356076 -2.164442 3.394548 0.0206 -0.2133 0.1338
H -5.956824 -0.855524 1.605902 -0.1758 0.0088 0.2588
C 7.418795 2.946817 -2.689581 0.3273 0.0488 0.1814
O 6.424615 2.106767 -2.117091 -0.2552 -0.4087 0.4075
H 6.987210 3.476142 -3.539265 -0.0366 -0.1523 0.1328
H 7.758413 3.671719 -1.946884 0.0924 0.1191 -0.2413
H 8.260124 2.339194 -3.031397 0.0521 0.1667 -0.1026
H 6.834130 1.651884 -1.368497 -0.0877 0.0742 -0.2824
C 6.830295 -3.453091 -1.209786 -0.2622 0.0320 0.1182
O 5.733827 -3.656590 -2.086381 -0.5024 0.1491 0.0834
H 7.758632 -3.579077 -1.768535 -0.1381 -0.0010 -0.0016
H 6.789239 -2.440392 -0.800278 0.2046 -0.0174 0.1288
H 6.793118 -4.186199 -0.400002 0.2315 0.0831 0.0943
H 4.924734 -3.536789 -1.561626 0.3271 -0.0370 -0.2752
C 6.830276 -6.395053 -3.336202 0.1143 -0.2149 -0.0868
O 8.083345 -7.061640 -3.381151 0.1492 -0.2748 -0.0531
H 6.985185 -5.376336 -2.985382 0.0052 -0.2483 -0.1107
H 6.391394 -6.369844 -4.336956 -0.2026 0.1452 0.0742
H 6.161345 -6.917020 -2.646802 -0.1924 0.1861 -0.0092
H 7.917566 -7.960826 -3.694765 0.1733 0.2699 0.1012
C 6.953518 6.476498 -3.529199 0.1595 0.2452 0.0206
O 7.927196 6.247400 -2.521470 0.1883 0.0452 0.1476
H 6.330164 5.587039 -3.626303 0.0812 0.1029 0.0912
H 6.327454 7.327310 -3.249439 -0.1510 -0.0500 -0.1922
H 7.450062 6.675757 -4.482247 -0.2123 0.0011 -0.1139
H 8.463640 7.049107 -2.456980 -0.1043 -0.2990 0.0521
C -6.449293 -6.048148 3.264818 -0.0805 -0.1083 0.1732
O -5.722678 -5.232275 4.171566 0.1935 0.0970 0.2462
H -6.522729 -5.532096 2.307059 0.1061 0.0073 0.1604
H -5.926161 -6.997618 3.124974 -0.1556 -0.0775 -0.1744
H -7.453518 -6.228352 3.656875 -0.0513 -0.1320 -0.1753
H -5.672393 -5.711826 5.009559 0.0144 0.2299 -0.2181
C 0.244810 -3.336235 9.023581 -0.0115 0.2071 -0.0987
O -0.636775 -3.683040 7.965756 -0.1317 0.0072 -0.3447
H 0.356707 -4.195928 9.684931 -0.0787 0.0586 -0.1499
H 1.221691 -3.065137 8.615066 0.1039 0.0183 0.2229
H -0.169818 -2.497547 9.588268 0.1772 -0.0286 0.1580
H -0.718464 -2.906782 7.396166 -0.0595 -0.2305 0.2037
C -6.120171 -6.408256 -0.514929 0.1944 -0.0797 -0.1052
O -5.419221 -5.295479 0.021686 0.2913 0.2758 0.0485
H -7.146759 -6.388756 -0.147332 0.1427 0.0879 -0.0009
H -6.125906 -6.348353 -1.606077 -0.1550 -0.1846 -0.0094
H -5.639013 -7.335643 -0.194474 -0.1790 -0.1194 -0.1002
H -4.515597 -5.337056 -0.318937 -0.2758 0.0327 0.1566
C -0.567572 1.731472 -5.455010 -0.1296 -0.1215 -0.2364
O -0.782659 2.694009 -6.475049 -0.0184 0.0615 -0.1442
H -0.368991 2.250582 -4.516972 -0.0176 -0.0143 -0.1591
H -1.459671 1.109233 -5.342586 0.0560 -0.1433 0.1528
H 0.293167 1.108972 -5.713549 0.0163 -0.1255 0.2337
H -0.955902 2.209422 -7.293499 0.0484 0.2669 0.1878
C -1.146401 7.633179 -4.231585 0.1217 0.2492 -0.0098
O -0.173005 7.408041 -3.222167 0.1154 0.2419 0.0969
H -1.767418 6.741440 -4.327898 0.1140 0.0493 0.0688
H -1.774888 8.482819 -3.954021 -0.1452 -0.0540 -0.1939
H -0.649346 7.831999 -5.184240 -0.2155 -0.0082 -0.1044
H 0.361881 8.210901 -3.157755 -0.0946 -0.3032 0.0713
```
Positions in Å, forces in eV/Å.